# 1
This record from OMol25 describes C3H4N2 in the gas phase at a distorted geometry. The level of theory is ωB97M-V/def2-TZVPD.

Each line ends with the Mulliken charge.
Atoms and positions in Å:
N 0.4580 0.7175 0.4112  -0.387
N -0.7817 -1.4893 -1.1057  -0.473
C 0.1466 1.1683 -0.7543  -0.414
C 0.0120 -0.5680 1.0361  -0.162
C -0.1713 -1.1851 -0.2228  0.361
H 0.7766 -0.7710 1.7737  0.267
H -0.0760 0.6412 -1.4336  0.431
H -1.0498 -0.6923 1.5224  0.185
H 0.6856 2.1787 -1.2271  0.192

**Net charge**: 0
**Strongest force on any atom**: 13.549 eV/Å
**SMILES**: C=NCC#N
**LUMO energy**: 0.45 eV
**HOMO energy**: -9.816 eV



# 2
This record from OMol25 describes 2 unconnected molecules or ions with the total composition C3H4N2. The level of theory is ωB97M-V/def2-TZVPD.

Each line ends with the Mulliken charge.
Atoms and positions in Å:
N 0.1304 -1.3283 0.1841  0.470
N -1.0774 -1.3833 0.4538  -0.800
C -0.8200 1.6508 -0.0298  -0.382
C 0.3806 1.7270 -0.0570  -0.397
C 1.2921 -1.0977 0.0749  -0.208
H 1.4466 1.7806 -0.0663  0.396
H -1.8855 1.6014 0.0045  0.370
H 2.1440 -1.7116 -0.1575  0.296
H -1.6109 -1.2388 -0.4067  0.256

**Net charge**: 0
**Strongest force on any atom**: 0.706 eV/Å
**LUMO energy**: 1.10 eV
**HOMO energy**: -9.056 eV



# 3
This record from OMol25 describes 2 unconnected molecules or ions with the total composition C3H4N2 at a distorted geometry. The level of theory is ωB97M-V/def2-TZVPD.

Each line ends with the Mulliken charge.
Atoms and positions in Å:
N 2.5022 1.0198 0.3713  -0.059
N 1.7480 1.3453 1.0997  0.014
C -0.3304 -0.1274 -0.6613  0.260
C -1.2824 -0.6673 0.4382  -0.709
C 0.5678 0.2090 -1.3651  -0.643
H 1.0438 0.7216 -2.0981  0.385
H -2.3141 -0.9779 0.0895  0.261
H -0.6723 -1.6321 0.8701  0.221
H -1.2626 0.1090 1.2559  0.271

**Net charge**: 0
**Strongest force on any atom**: 15.201 eV/Å
**LUMO energy (alpha / beta)**: 1.09 / -2.59 eV
**Multiplicity**: 3
**⟨S²⟩**: 2.00
**HOMO energy (alpha / beta)**: -4.663 / -10.571 eV



# 4
This record from OMol25 describes C3H4N2O in the gas phase at a distorted geometry. The level of theory is ωB97M-V/def2-TZVPD.

Each line ends with the Mulliken charge.
Atoms and positions in Å:
O 2.2160 -0.2639 -0.0431  -0.508
N -1.1133 -0.1271 -0.1950  -0.056
N 0.4325 1.3831 0.4159  -0.569
C 0.0304 -0.8242 0.0421  -0.607
C 0.9582 0.1433 0.3066  0.592
C -0.8364 1.1685 0.1048  -0.205
H 0.1790 -1.8838 0.1898  0.423
H -1.6119 1.9115 0.0868  0.383
H -2.0048 -0.5638 -0.3212  0.211
H 1.7503 -0.9435 -0.5867  0.334

**Net charge**: 0
**Strongest force on any atom**: 2.556 eV/Å
**SMILES**: Oc1c[nH]cn1
**LUMO energy**: 0.73 eV
**HOMO energy**: -8.372 eV



# 5
This record from OMol25 describes C3H4N2O in the gas phase at a distorted geometry. The level of theory is ωB97M-V/def2-TZVPD.

Each line ends with the Mulliken charge.
Atoms and positions in Å:
O 2.0118 -0.1206 -0.0352  -0.403
N -1.4383 -0.7540 -0.0267  -0.572
N 0.6063 0.0188 0.0350  0.224
C -0.1912 -1.0700 -0.0065  -0.105
C -0.1691 1.1749 0.0516  -0.151
C -1.4247 0.5881 -0.0249  -0.420
H 0.1665 -2.0745 0.1507  0.380
H 0.2412 2.1510 -0.1161  0.340
H -2.3664 1.1358 0.0376  0.365
H 2.3979 0.7409 0.0302  0.344

**Net charge**: 0
**Strongest force on any atom**: 2.977 eV/Å
**SMILES**: On1ccnc1
**LUMO energy**: 0.59 eV
**HOMO energy**: -9.004 eV



# 6
This record from OMol25 describes a molecular structure, C3H4N2O. The level of theory is ωB97M-V/def2-TZVPD.

Each line ends with the Mulliken charge.
Atoms and positions in Å:
O 1.9095 0.0474 0.3671  -0.332
N -0.6350 -0.1080 0.5587  -0.109
N 1.4628 0.5694 -0.6604  0.230
C 0.3900 -0.6931 1.2047  -0.400
C 0.5128 0.7835 -1.3687  -0.078
C -0.7117 -0.1263 -0.8559  -0.294
H -0.5428 -1.1290 -1.2438  0.234
H -1.1830 0.6286 1.0004  0.267
H -1.6504 0.2886 -1.2170  0.313
H 0.4477 -0.2612 2.2148  0.171

**Net charge**: 0
**Strongest force on any atom**: 0.771 eV/Å
**LUMO energy (alpha / beta)**: -0.71 / -0.71 eV
**HOMO energy (alpha / beta)**: -8.070 / -8.073 eV



# 7
This record from OMol25 describes C3H4N2O in the gas phase. The level of theory is ωB97M-V/def2-TZVPD.

Each line ends with the Mulliken charge.
Atoms and positions in Å:
O 0.2210 -1.4620 0.2280  -0.635
N 1.9214 -0.0364 -0.2714  -0.371
N -0.1487 0.8418 -0.1659  -0.500
C -2.0737 -0.3803 -0.1901  -0.251
C 0.6110 -0.3297 -0.0629  0.641
C -1.4329 0.7778 0.1407  -0.004
H -1.9391 1.7065 0.4307  0.343
H -1.9420 -1.3602 0.2521  0.293
H 2.6241 -0.6911 0.0278  0.241
H 2.1590 0.9337 -0.3890  0.244

**Net charge**: 0
**Strongest force on any atom**: 0.647 eV/Å
**LUMO energy (alpha / beta)**: -1.36 / -1.36 eV
**HOMO energy (alpha / beta)**: -9.130 / -9.129 eV



# 8
This record from OMol25 describes 2 unconnected molecules or ions with the total composition C3H4N2O. The level of theory is ωB97M-V/def2-TZVPD.

Each line ends with the Mulliken charge.
Atoms and positions in Å:
O 0.5858 -0.5315 -3.7019  -0.618
N -0.0195 -0.5449 -2.6571  0.465
N -0.8195 -0.1719 1.2970  -0.597
C 1.4755 0.9808 1.2433  -0.458
C -0.6267 -0.5601 -1.6721  -0.227
C 0.3703 0.5051 1.2547  0.063
H 2.4296 1.4278 1.4060  0.422
H -1.0493 -0.5961 -0.6802  0.426
H -0.7390 -0.9279 1.9685  0.253
H -1.6072 0.4187 1.5418  0.270

**Net charge**: 0
**Strongest force on any atom**: 0.704 eV/Å
**SMILES**: C#[N+][O-].C#CN
**LUMO energy**: 0.53 eV
**HOMO energy**: -9.583 eV



# 9
This record from OMol25 describes 2 unconnected molecules or ions with the total composition C3H4N2O at a distorted geometry. The level of theory is ωB97M-V/def2-TZVPD.

Each line ends with the Mulliken charge.
Atoms and positions in Å:
O 1.4396 1.8417 -2.8796  -0.179
N -0.0325 0.5935 2.8754  -0.428
N 0.4178 -0.4465 0.6696  -0.250
C 0.1312 0.1445 1.8244  0.373
C 0.7419 1.8027 -1.9818  0.165
C -0.7424 -0.9380 0.0304  -0.749
H -0.5007 -1.7762 -0.7051  0.266
H -1.0403 -0.2748 -0.7633  0.232
H 1.0963 0.1160 0.0844  0.244
H -1.5109 -1.0629 0.8455  0.326

**Net charge**: 0
**Strongest force on any atom**: 2.726 eV/Å
**LUMO energy**: 0.49 eV
**HOMO energy**: -9.697 eV



# 10
This record from OMol25 describes C3H4N2O in the gas phase at a distorted geometry. The level of theory is ωB97M-V/def2-TZVPD.

Each line ends with the Mulliken charge.
Atoms and positions in Å:
O -2.0194 -0.4120 0.2583  -0.189
N 1.6461 -0.0774 -0.3617  -0.520
N -1.7697 0.9007 0.2988  -0.294
C -0.7237 -1.1685 -0.0206  -0.479
C -0.5159 1.1054 0.0925  -0.182
C 0.2647 -0.2354 -0.1107  0.490
H 1.9602 0.7538 0.1228  0.234
H 2.3461 -0.8078 -0.2712  0.245
H -1.0049 -2.2272 -0.0688  0.382
H -0.1835 2.1684 0.0607  0.312

**Net charge**: 0
**Strongest force on any atom**: 3.108 eV/Å
**SMILES**: Nc1cnoc1
**LUMO energy**: 0.84 eV
**HOMO energy**: -8.971 eV



# 11
This record from OMol25 describes C3H4N2O in the gas phase at a distorted geometry. The level of theory is ωB97M-V/def2-TZVPD.

Each line ends with the Mulliken charge.
Atoms and positions in Å:
O 2.4665 0.8157 0.7243  -0.271
N 0.2407 -1.5973 -0.4114  -0.691
N 0.3534 1.3405 -0.3263  -0.178
C -0.9422 0.5090 -0.0151  -0.768
C 1.4691 1.0426 0.1927  0.712
C -0.7936 -0.8984 -0.0776  0.164
H 0.3945 1.8073 -1.2310  0.296
H -1.4459 0.8743 0.8791  0.218
H 0.0014 -2.5891 -0.4236  0.209
H -1.7793 -1.3295 0.1830  0.309

**Net charge**: 0
**Strongest force on any atom**: 1.468 eV/Å
**LUMO energy (alpha / beta)**: 0.02 / 0.02 eV
**HOMO energy (alpha / beta)**: -7.414 / -7.414 eV



# 12
This record from OMol25 describes C3H4N2O in the gas phase. The level of theory is ωB97M-V/def2-TZVPD.

Each line ends with the Mulliken charge.
Atoms and positions in Å:
O -2.2601 1.8753 0.2674  -0.332
N -1.3186 1.5442 -0.6884  -0.186
N 1.7043 0.0675 0.7725  -0.571
C 1.1951 -0.8551 0.0591  0.043
C -0.0793 -0.6787 -0.6645  -0.658
C -0.7538 0.4535 -0.6329  0.478
H -0.4892 -1.5147 -1.2282  0.318
H 1.6415 -1.8514 -0.0551  0.334
H 2.5791 -0.2517 1.1910  0.244
H -2.2191 1.2112 0.9791  0.330

**Net charge**: 0
**Strongest force on any atom**: 0.889 eV/Å
**SMILES**: [H]/N=C/C=C=NO
**LUMO energy**: 0.03 eV
**HOMO energy**: -9.652 eV